No. 1
The following is a quantum chemistry calculation of C2H7OPS as an isolated structure at a distorted geometry, from the OMol25 dataset.

* 2S+1: 1
* energy relative to the best compared isomer or geometry (same formula, charge and spin): 4.1581 eV
* HOMO level (spin up / spin down): -8.5 / -8.6 eV
* energy: -895.0633 a.u.
* HOMO-LUMO gap (spin up / spin down): 0.2543 / 0.2619 Ha
* lowest unoccupied orbital energy (spin up / spin down): -1.53 / -1.44 eV

Geometry (Å):
1 C -1.190102 1.189266 1.005060
2 C -0.968913 0.848779 -0.436329
3 O 1.593665 -0.719261 0.063416
4 P 2.478239 -1.840509 -0.383911
5 S -0.431549 -0.809172 -0.708025
6 H -1.970475 0.540541 1.496873
7 H -0.327008 1.045278 1.520009
8 H -1.479919 2.187546 1.098239
9 H -0.023996 1.353827 -0.863736
10 H -1.737707 1.022121 -1.080226
11 H 1.892287 -3.080371 -0.021546
12 H 2.165477 -1.738046 -1.689824

Atoms 1-3, force components in eV/Å:
-2.8374 -1.4843 -0.6764
4.4958 0.0276 0.9563
-5.3775 3.5926 1.2452

Here are the Mulliken charges for atoms 1 to 2, given in e: -1.0548 -0.4075

---

No. 2
The following is a quantum chemistry calculation of an isolated ion of composition C5H11N2O2 and charge +1 at a distorted geometry, from the OMol25 dataset.

* 2S+1: 1
* charge: +1
* energy relative to the best compared isomer or geometry (same formula, charge and spin): 1.0954 eV
* HOMO level: -14.9 eV
* energy: -456.8361 a.u.
* HOMO-LUMO gap: 0.3952 Ha
* lowest unoccupied orbital energy: -4.10 eV

Geometry (Å):
1 C 4.047843 -0.211704 0.190858
2 O 2.748329 -0.622155 -0.248418
3 C 1.733695 0.214005 -0.276625
4 O 1.772749 1.383568 -0.064256
5 N 0.396952 -0.356667 -0.336524
6 C -0.626507 0.474604 0.134420
7 N -1.879591 0.118069 0.161012
8 C -2.823621 1.014104 0.614856
9 C -2.261190 -1.086480 -0.581008
10 H 4.734392 -1.199613 0.086836
11 H 3.919189 0.301459 1.163710
12 H 4.510585 0.471101 -0.580707
13 H 0.408887 -1.403163 -0.180572
14 H -0.227320 1.474805 0.317302
15 H -2.518467 1.835078 1.154012
16 H -3.359186 1.329876 -0.317572
17 H -3.587061 0.428019 1.190804
18 H -1.792190 -1.016149 -1.593458
19 H -1.817088 -2.015474 -0.092501
20 H -3.380392 -1.133291 -0.742169

Atoms 1-3, force components in eV/Å:
2.1582 -0.6097 -1.3867
-1.9252 -1.3394 -0.8401
-0.1760 0.5935 1.5850

Here are the Mulliken charges for atoms 1 to 2, given in e: -0.5783 -0.3452

---

No. 3
The following is a quantum chemistry calculation of an isolated ion of composition C30H39N4O2 and charge +1 at a distorted geometry, from the OMol25 dataset.

* 2S+1: 1
* charge: +1
* energy relative to the best compared isomer or geometry (same formula, charge and spin): 0.0000 eV
* HOMO level: -10.7 eV
* energy: -1535.8289 a.u.
* HOMO-LUMO gap: 0.2646 Ha
* lowest unoccupied orbital energy: -3.51 eV

Geometry (Å):
1 C -5.899929 -3.906013 -2.093146
2 C -4.745890 -3.238105 -2.809990
3 O -4.566334 -3.592414 -3.970982
4 N -3.948756 -2.285689 -2.137668
5 C -2.845339 -1.669166 -2.650068
6 C -2.484066 -1.871964 -4.049510
7 N -2.290640 -0.855950 -1.722110
8 C -1.071815 -0.139213 -1.780320
9 C -0.398200 0.052827 -0.425830
10 C 0.491697 -0.780702 0.203059
11 N 1.544669 -0.494044 1.077590
12 C 1.817793 -1.475174 2.139083
13 C 0.636613 -1.668609 3.092668
14 C 0.347572 -0.382650 3.824239
15 C 1.014814 -0.084519 5.016169
16 C 0.822641 1.136106 5.660397
17 C -0.094700 2.056288 5.131491
18 C -0.794250 1.750709 3.959035
19 C -0.585708 0.525996 3.318728
20 C 2.969224 -0.876458 2.900893
21 O 3.589789 -1.351877 3.851996
22 N 3.217696 0.356849 2.344423
23 C 3.950519 1.307405 3.164517
24 C 2.482715 0.643641 1.124094
25 C 3.473234 0.797880 -0.111160
26 C 4.315002 -0.472430 -0.207451
27 C 4.338003 2.022133 0.160587
28 C 2.698195 1.019695 -1.396542
29 C -1.095610 1.199283 -2.588328
30 C -1.085718 1.160003 -3.983333
31 C -1.168688 2.325066 -4.755247
32 C -1.112977 3.575495 -4.128956
33 C -0.994470 3.627875 -2.743128
34 C -0.967763 2.458379 -1.980167
35 C -3.010092 -0.981820 -0.461612
36 C -4.121587 -1.961659 -0.733655
37 H -6.042419 -3.710156 -1.027160
38 H -6.841175 -3.658466 -2.613050
39 H -5.822883 -4.998417 -2.224124
40 H -2.862748 -2.866465 -4.320123
41 H -3.011813 -1.173680 -4.734480
42 H -1.397512 -1.829474 -4.191256
43 H -0.345448 -0.752697 -2.337882
44 H -0.607062 1.021890 0.019249
45 H 0.302497 -1.858377 0.119949
46 H 2.168541 -2.418747 1.686316
47 H -0.228127 -2.034255 2.525241
48 H 0.946458 -2.443036 3.808733
49 H 1.718175 -0.807877 5.430954
50 H 1.391809 1.369233 6.564260
51 H -0.270408 3.004562 5.647250
52 H -1.511195 2.465002 3.535563
53 H -1.146784 0.273167 2.415622
54 H 3.601549 1.264232 4.216943
55 H 5.033901 1.089532 3.177425
56 H 3.797667 2.326561 2.789854
57 H 1.929529 1.594697 1.262742
58 H 3.683390 -1.340743 -0.416672
59 H 5.025240 -0.365939 -1.033721
60 H 4.887550 -0.665154 0.707729
61 H 3.713259 2.901343 0.381399
62 H 5.037929 1.868943 0.991608
63 H 4.940011 2.263543 -0.726549
64 H 1.983754 1.848342 -1.304953
65 H 3.414497 1.271117 -2.189710
66 H 2.162184 0.118574 -1.710020
67 H -0.988290 0.198641 -4.492056
68 H -1.291428 2.249974 -5.833818
69 H -1.192815 4.484084 -4.706636
70 H -0.967474 4.588898 -2.217448
71 H -0.817439 2.555528 -0.910557
72 H -2.317049 -1.353536 0.310160
73 H -3.410861 -0.014221 -0.129371
74 H -3.975792 -2.856097 -0.119932
75 H -5.116861 -1.537700 -0.591243

Atoms 1-3, force components in eV/Å:
-0.5027 -0.1880 0.4882
-0.7455 -1.5786 -1.7461
-0.0070 0.9074 1.6153

Here are the Mulliken charges for atoms 1 to 2, given in e: -1.1335 0.8095

---

No. 4
The following is a quantum chemistry calculation of a 2-piece molecular cluster, C4H10O3 overall, from the OMol25 dataset.

* 2S+1: 1
* energy relative to the best compared isomer or geometry (same formula, charge and spin): 2.5025 eV
* HOMO level: -10.2 eV
* energy: -384.0577 a.u.
* HOMO-LUMO gap: 0.4069 Ha
* lowest unoccupied orbital energy: 0.91 eV

Geometry (Å):
1 O -0.093102 -2.949465 0.852497
2 C 1.095780 -2.205525 0.940344
3 C 0.900988 -0.809061 0.390588
4 C -0.019449 -0.579442 -0.715082
5 O -0.407332 -0.276414 0.637883
6 H -0.791364 -2.370557 1.194906
7 H 1.461925 -2.144087 1.976906
8 H 1.854649 -2.725921 0.346770
9 H 1.708023 -0.093950 0.551921
10 H -0.551276 -1.423270 -1.145602
11 H 0.127646 0.295323 -1.343628
12 C -1.046499 2.742359 -0.857795
13 O 0.011611 2.384882 0.000451
14 H -0.916761 3.794412 -1.125364
15 H -2.031711 2.627709 -0.384750
16 H -1.051960 2.155906 -1.792393
17 H -0.251167 1.577101 0.472350

Atoms 1-3, force components in eV/Å:
-0.1779 0.0284 0.1365
0.2755 0.1147 -0.0041
0.1474 -0.1058 0.0069

Here are the Mulliken charges for atoms 1 to 2, given in e: -0.5322 -0.6019

---

- Look up the energy relative to the best compared isomer or geometry (same formula, charge and spin) of the first one.
  4.1581 eV